No. 1
ORCA calculation (the ωB97M-V functional and the def2-TZVPD basis) on an isolated ion of composition CHO5S and charge -1 at a distorted geometry.

ORCA input file:
```
! RIJCOSX wB97M-V def2-TZVPD def2/J DEFGRID3
* xyz -1 1
C -0.28 0.39 -0.56
O -1.39 -1.66 0.72
O 1.10 -1.63 0.48
O -0.12 0.12 1.80
O 0.80 0.70 -1.20
O 0.94 1.86 -1.74
S -0.15 -0.89 0.75
H -0.89 1.12 -0.25
*
```

Computed properties:
frontier orbital gap (spin up / spin down)	8.700 / 8.693	eV
E_HOMO (spin up / spin down)	-0.20036 / -0.20014	Eh
LUMO level (spin up / spin down)	0.119 / 0.119	Ha
energy above the lowest of the compared OMol25 structures with the same formula, charge and spin	5.8504	eV
E_tot	-22122.6319	eV

Results of the Löwdin charge analysis, in e, for atoms 1 through 2: -0.077 -0.372

No. 2
ORCA calculation (the ωB97M-V functional and the def2-TZVPD basis) on C21H24N12SSn as an isolated structure.

ORCA input file:
```
! RIJCOSX wB97M-V def2-TZVPD def2/J DEFGRID3
* xyz 2 1
Sn 0.29 -0.51 -0.59
C 2.03 -3.18 4.77
C 1.29 -2.77 3.46
C -0.18 -3.17 3.51
C 1.55 -1.32 3.28
C 0.58 -0.32 3.54
C 0.90 1.00 3.41
C 2.22 1.40 3.01
C 2.54 2.84 2.90
C 3.17 0.40 2.71
C 2.85 -0.91 2.84
H 1.91 -4.26 4.90
H 1.58 -2.68 5.63
H 3.09 -2.95 4.74
H 1.80 -3.29 2.64
H -0.68 -2.76 4.38
H -0.25 -4.25 3.58
H -0.72 -2.85 2.62
H -0.42 -0.60 3.85
H 0.17 1.77 3.62
H 2.09 3.23 1.98
H 3.61 3.02 2.86
H 2.09 3.40 3.72
H 4.16 0.70 2.40
H 3.58 -1.68 2.61
N -1.40 -2.54 -3.43
C -2.11 -1.98 -2.37
N -3.39 -2.20 -2.26
N -3.73 -1.56 -1.11
N -2.70 -1.01 -0.58
N -1.62 -1.23 -1.37
C -0.09 -2.39 -3.61
N 0.65 -2.93 -4.63
N 1.84 -2.55 -4.43
N 1.90 -1.76 -3.27
N 0.71 -1.67 -2.79
H -1.93 -3.11 -4.08
C -4.23 1.72 0.17
N -3.38 1.79 -1.02
C -3.84 1.89 -2.32
C -2.76 1.92 -3.12
N -1.64 1.84 -2.30
C -2.05 1.76 -1.00
S -1.07 1.61 0.38
C -0.31 1.99 -2.74
C -0.01 2.97 -3.67
C 1.31 3.09 -4.10
C 2.27 2.25 -3.56
C 1.88 1.31 -2.63
N 0.61 1.17 -2.23
H -5.24 1.49 -0.14
H -4.21 2.68 0.69
H -3.85 0.93 0.82
H -4.89 1.90 -2.55
H -2.68 1.97 -4.19
H -0.78 3.63 -4.04
H 1.57 3.85 -4.82
H 3.31 2.32 -3.87
H 2.61 0.62 -2.21
*
```

Computed properties:
frontier orbital gap (spin up / spin down)	4.638 / 5.914	eV
E_HOMO (spin up / spin down)	-0.51718 / -0.51804	Eh
LUMO level (spin up / spin down)	-0.347 / -0.301	Ha
energy above the lowest of the compared OMol25 structures with the same formula, charge and spin	0.1209	eV
E_tot	-56697.0703	eV

Results of the Löwdin charge analysis, in e, for atoms 1 through 2: 1.040 -0.010

No. 3
ORCA calculation (the ωB97M-V functional and the def2-TZVPD basis) on C15H15N7O4Zr as an isolated structure.

ORCA input file:
```
! RIJCOSX wB97M-V def2-TZVPD def2/J DEFGRID3
* xyz 2 1
Zr 0.50 0.47 0.75
O -0.78 1.44 -0.31
C -1.91 1.16 -1.02
C -2.46 2.15 -1.82
C -3.62 1.90 -2.53
C -4.26 0.67 -2.44
C -3.73 -0.32 -1.64
C -2.54 -0.10 -0.93
C -2.05 -1.14 -0.06
N -0.89 -1.06 0.48
N -0.46 -1.97 1.47
C -0.16 -1.31 2.57
O -0.20 0.04 2.56
C 0.26 -2.00 3.78
C 0.33 -3.40 3.80
C 0.70 -4.04 4.96
C 1.00 -3.30 6.10
C 0.93 -1.92 6.09
C 0.56 -1.26 4.93
H -1.97 3.12 -1.86
H -4.04 2.68 -3.14
H -5.18 0.49 -2.99
H -4.22 -1.28 -1.55
H -2.68 -1.99 0.18
H 0.08 -3.96 2.91
H 0.76 -5.12 4.99
H 1.29 -3.82 7.01
H 1.16 -1.35 6.98
H 0.48 -0.18 4.90
N 0.71 -0.57 -2.00
N 2.05 -0.71 -2.41
C 3.01 -0.36 -1.55
N 4.28 -0.43 -1.88
N 2.53 0.07 -0.35
N 3.32 0.55 0.62
O 2.60 0.97 1.58
O 4.51 0.60 0.61
H 0.25 -1.47 -2.04
H 0.23 0.08 -2.62
H 2.27 -1.07 -3.32
H 4.58 -0.73 -2.79
H 4.99 -0.17 -1.20
*
```

Computed properties:
frontier orbital gap	6.714	eV
E_HOMO	-0.52666	Eh
LUMO level	-0.280	Ha
energy above the lowest of the compared OMol25 structures with the same formula, charge and spin	0.5807	eV
E_tot	-35684.0016	eV

Results of the Löwdin charge analysis, in e, for atoms 1 through 2: 2.003 -0.271

No. 4
ORCA calculation (the ωB97M-V functional and the def2-TZVPD basis) on the molecule C9H12N2 at a distorted geometry.

ORCA input file:
```
! RIJCOSX wB97M-V def2-TZVPD def2/J DEFGRID3
* xyz 0 3
C -2.26 -1.51 2.32
C -1.52 -0.39 2.53
C -2.19 -2.06 1.06
C -0.64 0.18 1.60
C -1.25 -1.63 0.15
C -0.42 -0.59 0.43
C 0.48 -0.27 -0.65
C 0.51 2.08 -0.18
C 2.52 0.69 -2.79
N 1.16 0.89 -0.84
N 2.07 1.41 -1.58
H -2.97 -1.99 3.01
H -1.52 0.11 3.48
H -2.61 -3.08 1.00
H -0.02 0.99 1.89
H -1.11 -2.10 -0.92
H 1.03 -1.20 -0.98
H 0.97 2.44 0.69
H 0.44 2.89 -0.91
H -0.46 1.66 0.11
H 2.97 1.36 -3.56
H 3.20 -0.14 -2.49
H 1.63 0.26 -3.35
*
```

Computed properties:
frontier orbital gap (spin up / spin down)	6.408 / 8.108	eV
E_HOMO (spin up / spin down)	-0.20069 / -0.33431	Eh
LUMO level (spin up / spin down)	0.035 / -0.036	Ha
energy above the lowest of the compared OMol25 structures with the same formula, charge and spin	0.6706	eV
E_tot	-12501.9920	eV

Results of the Löwdin charge analysis, in e, for atoms 1 through 2: -0.111 -0.092

No. 5
ORCA calculation (the ωB97M-V functional and the def2-TZVPD basis) on the molecule C4H6ClF at a distorted geometry.

ORCA input file:
```
! RIJCOSX wB97M-V def2-TZVPD def2/J DEFGRID3
* xyz 0 1
C 1.44 1.33 0.05
C 1.03 0.12 -0.25
Cl 2.28 -1.17 0.00
C -0.34 -0.38 -0.57
C -1.41 -0.59 0.45
F -2.57 -0.56 -0.16
H 2.47 1.52 0.45
H 0.78 2.27 -0.01
H -0.09 -1.38 -1.06
H -0.87 0.22 -1.27
H -1.47 0.13 1.28
H -1.24 -1.50 1.08
*
```

Computed properties:
structure (SMILES)	C=C(Cl)CCF
frontier orbital gap	10.805	eV
E_HOMO	-0.36244	Eh
LUMO level	0.035	Ha
energy above the lowest of the compared OMol25 structures with the same formula, charge and spin	0.9201	eV
E_tot	-19483.8219	eV

Results of the Löwdin charge analysis, in e, for atoms 1 through 2: -0.050 -0.678

No. 6
ORCA calculation (the ωB97M-V functional and the def2-TZVPD basis) on C24H24N3O2S2Zn as an isolated structure.

ORCA input file:
```
! RIJCOSX wB97M-V def2-TZVPD def2/J DEFGRID3
* xyz -1 1
Zn -0.16 0.24 0.32
C 2.12 -2.70 -2.31
C 0.90 -2.11 -1.63
O 0.93 -0.92 -1.34
C -0.24 -2.97 -1.35
C -0.34 -4.23 -1.97
C -1.43 -5.05 -1.79
C -2.47 -4.61 -0.95
C -2.40 -3.41 -0.31
C -1.28 -2.53 -0.47
O -1.26 -1.44 0.20
H 2.92 -1.96 -2.27
H 1.91 -2.92 -3.36
H 2.44 -3.62 -1.82
H 0.45 -4.55 -2.64
H -1.49 -6.01 -2.29
H -3.35 -5.24 -0.82
H -3.19 -3.06 0.34
C -0.20 3.67 3.25
C 0.09 2.72 2.10
S 0.00 1.01 2.53
C 0.42 3.20 0.88
C 0.52 4.69 0.63
S 0.76 2.20 -0.54
H -0.87 3.18 3.96
H -0.68 4.59 2.91
H 0.71 3.94 3.78
H -0.39 5.22 0.93
H 0.69 4.88 -0.43
H 1.35 5.14 1.19
N -6.82 1.21 1.05
C -5.45 1.16 0.84
C -4.82 1.99 -0.08
C -3.45 1.93 -0.21
N -2.67 1.12 0.50
C -3.26 0.34 1.40
C -4.63 0.32 1.60
H -7.36 1.61 0.30
H -7.23 0.38 1.45
H -5.41 2.68 -0.69
H -2.93 2.56 -0.93
H -2.61 -0.30 1.98
H -5.07 -0.35 2.34
N 2.06 -1.19 1.35
C 3.03 -0.84 0.85
C 4.20 -0.43 0.11
C 4.04 0.51 -0.90
C 5.14 0.88 -1.67
C 6.38 0.31 -1.43
C 6.54 -0.62 -0.40
C 5.45 -0.99 0.37
H 3.06 0.95 -1.06
H 5.02 1.61 -2.45
H 7.23 0.58 -2.04
H 7.51 -1.05 -0.20
H 5.56 -1.71 1.17
*
```

Computed properties:
frontier orbital gap	5.634	eV
E_HOMO	-0.10763	Eh
LUMO level	0.099	Ha
energy above the lowest of the compared OMol25 structures with the same formula, charge and spin	0.0501	eV
E_tot	-103934.9358	eV

Results of the Löwdin charge analysis, in e, for atoms 1 through 2: 0.335 -0.011